Arrangement 1

DFT (ωB97M-V with the def2-TZVPD basis set) results for a cluster of 2 separate species, C11H16N2O2 in total.

Summary:
- Lowest unoccupied orbital energy (alpha / beta): -1.60 / -1.57 eV
- E_HOMO (alpha / beta): -8.056 / -8.113 eV
- Orbital gap (alpha / beta): 6.45 / 6.54 eV

CARTESIAN COORDINATES (ANGSTROEM)
H -1.430 1.777 -0.870
C 0.408 1.644 2.591
C -1.329 -0.687 0.224
N 0.739 -1.417 -1.756
H 0.098 -0.339 2.661
H 0.928 1.684 -0.856
C 1.187 -0.417 -0.962
H 1.075 1.152 -2.402
C -2.229 -0.443 -0.940
C -0.534 2.846 0.920
C -0.128 0.486 2.052
H 0.972 1.723 3.502
H 2.056 -2.067 0.240
H -0.660 3.821 0.657
O 0.817 -2.591 -1.360
N 0.120 2.838 2.063
H -0.631 -2.413 1.470
H 3.179 -0.700 -0.025
C -1.087 -2.095 0.470
H 2.470 1.151 -1.755
H -3.042 -1.140 -0.908
C 2.166 -0.874 0.119
C -0.991 1.756 0.180
H -0.391 -2.591 -0.337
H -1.857 -0.885 -1.873
C 1.439 0.964 -1.471
H -2.597 0.480 -1.060
H -2.013 -2.711 0.479
O 0.073 -1.133 -2.778
H 1.966 -0.330 0.945
C -0.775 0.508 0.781

=====

Arrangement 2

DFT (ωB97M-V with the def2-TZVPD basis set) results for a cluster of 2 separate species, C11H16N2O2 in total.

Summary:
- Lowest unoccupied orbital energy: -1.82 eV
- E_HOMO: -4.553 eV
- Orbital gap: 2.74 eV

CARTESIAN COORDINATES (ANGSTROEM)
C -2.003 0.181 1.167
H -0.721 1.235 -2.194
N 3.280 1.187 0.774
O 0.319 1.424 4.199
H 3.259 -1.052 -1.758
H -2.864 -1.468 0.186
H 0.841 -0.387 -1.833
H -0.987 -3.538 -1.038
H -2.781 -0.252 -1.571
H -0.331 2.515 0.007
H -2.860 0.837 0.977
C -0.811 -1.923 0.391
H -0.400 -2.004 1.396
N -1.824 -0.321 -1.230
H 0.674 -2.728 -0.932
C 1.995 1.533 0.750
C -0.352 -2.779 -0.581
C 1.099 0.966 -0.159
H -2.081 -0.287 2.146
H 4.699 -0.032 -0.073
H -2.086 1.761 -1.271
C 1.513 0.039 -1.102
H -0.057 1.267 3.333
C -1.237 1.082 -1.252
C -1.902 -0.931 0.142
C 3.658 0.273 -0.111
H -1.339 -0.917 -1.906
C -0.355 1.422 -0.050
O -0.839 0.956 1.196
C 2.857 -0.322 -1.071
H 1.636 2.262 1.468

=====

It is arrangement 2 that is the least stable of them.

=====

Arrangement 1

DFT (ωB97M-V with the def2-TZVPD basis set) results for an isolated molecule of CH2OS3.

Summary:
- Lowest unoccupied orbital energy: -0.48 eV
- E_HOMO: -9.537 eV
- Orbital gap: 9.06 eV

CARTESIAN COORDINATES (ANGSTROEM)
S -0.805 0.046 0.151
H 1.479 0.896 -0.643
S 0.062 -1.482 -0.903
S -1.977 1.164 -0.817
O -1.210 -0.274 1.569
H 1.542 -0.328 0.714
C 0.909 -0.023 -0.070

=====

Arrangement 2

DFT (ωB97M-V with the def2-TZVPD basis set) results for a cluster of 2 separate species, CH2OS3 in total.

Summary:
- Lowest unoccupied orbital energy (alpha / beta): -1.68 / -1.69 eV
- E_HOMO (alpha / beta): -9.203 / -9.085 eV
- Orbital gap (alpha / beta): 7.52 / 7.40 eV

CARTESIAN COORDINATES (ANGSTROEM)
C 0.534 0.284 0.594
H 0.967 1.108 1.120
S 0.249 0.477 -2.588
O -1.657 -0.608 -0.645
S -0.281 -0.223 -0.819
S 1.124 -1.342 0.484
H -0.934 0.303 1.854

=====

It is arrangement 2 that is the least stable of them.

=====

Arrangement 1

DFT (ωB97M-V with the def2-TZVPD basis set) results for a cluster of 7 separate species, C14H42O7 in total.

Summary:
- Multiplicity: 2
- Lowest unoccupied orbital energy (alpha / beta): -2.66 / -9.35 eV
- E_HOMO (alpha / beta): -11.926 / -11.926 eV
- Orbital gap (alpha / beta): 9.26 / 2.58 eV
- Net charge: +1

CARTESIAN COORDINATES (ANGSTROEM)
H 0.608 0.072 -5.016
H -1.968 -0.423 1.203
C -1.381 0.463 0.962
H -0.470 2.648 -2.550
C 1.322 3.836 -3.023
C 4.550 0.224 -0.368
O 0.683 1.167 -0.202
H 1.418 1.567 -4.722
H 2.162 3.192 -2.764
H -2.852 0.096 3.727
H -0.748 4.353 -2.688
C -0.017 3.619 -2.350
H -4.954 0.758 4.769
H -0.533 -0.276 4.072
C -2.424 -1.254 -2.579
H 3.956 -0.189 1.643
C -0.268 -1.153 4.663
C 4.331 -0.731 0.775
H 0.471 -4.301 4.408
H -1.527 -2.977 -3.738
H -3.258 -1.107 -3.265
H -1.980 1.083 0.294
C -4.629 -0.282 4.820
C -0.088 0.037 0.264
C -1.266 -2.007 -3.314
C 1.873 -0.057 -3.281
H 1.073 3.711 -4.077
H 0.171 2.845 -0.649
H -0.888 -1.381 -4.123
C -3.732 -0.540 3.636
H -3.461 -1.534 -0.970
H 1.608 0.915 -0.240
H 3.777 1.848 -0.808
O 0.125 3.745 -0.980
H 4.760 -0.323 -1.287
O 3.392 1.011 -0.538
H 3.496 -1.374 0.495
H -0.318 -0.651 -0.549
H 1.054 0.130 -2.587
H -1.046 -1.310 5.409
H 0.555 -0.486 0.972
H -5.538 -0.876 4.720
H -4.183 -0.310 2.670
H -1.128 1.056 1.841
O 2.499 -0.004 -5.674
H 1.884 -1.128 -3.484
C 1.563 0.487 -4.696
H 2.800 0.286 -2.821
O -2.800 -2.046 -1.442
H -2.115 -0.262 -2.248
H 0.774 -2.409 3.078
O -3.968 -0.551 5.998
H 5.464 0.772 -0.137
H 0.639 -0.950 5.233
C 0.021 -2.502 3.860
H -0.901 -2.868 3.409
H 5.283 -1.175 1.065
H 1.687 4.837 -2.794
H 2.031 -0.139 -6.501
H -4.316 0.019 6.687
H -3.331 -1.553 3.629
H -0.425 -2.219 -2.654
O 0.486 -3.431 4.814

=====

Arrangement 2

DFT (ωB97M-V with the def2-TZVPD basis set) results for a cluster of 7 separate species, C14H42O7 in total.

Summary:
- Multiplicity: 2
- Lowest unoccupied orbital energy (alpha / beta): -2.76 / -9.56 eV
- E_HOMO (alpha / beta): -12.051 / -12.046 eV
- Orbital gap (alpha / beta): 9.29 / 2.49 eV
- Net charge: +1

CARTESIAN COORDINATES (ANGSTROEM)
H 2.170 -3.281 -2.749
H -3.927 -0.056 1.009
C 1.523 4.410 -2.634
H 3.678 -0.579 2.113
H 3.497 -4.599 2.168
H -3.821 -1.163 4.830
H 4.229 -2.588 0.698
H 3.273 -3.205 -5.320
H 2.195 -3.756 1.504
C -3.729 -1.137 2.834
H -0.128 2.838 5.292
H 4.166 -4.380 -3.949
H -0.387 3.264 3.737
O 3.098 -1.262 1.766
H 0.712 1.381 -1.209
C 0.320 -0.289 0.307
C 3.894 -2.442 1.725
C 0.535 5.327 -3.326
C 4.160 -3.341 -3.621
H 1.162 6.804 -2.479
O 1.125 -1.223 -0.321
H -0.355 5.439 -2.707
O -1.836 2.064 4.491
H -3.496 -2.048 2.283
H -4.801 -1.186 3.024
H 2.215 3.987 -3.363
H 0.941 0.301 0.982
C 3.215 -3.340 -2.448
H 2.043 4.987 -1.869
H -5.436 -0.732 -1.290
C -3.625 -0.701 -2.364
H -2.556 0.546 1.885
C 3.050 -3.605 2.161
C -5.077 -0.320 -2.233
H -0.842 1.373 -0.467
H -3.271 -0.280 -3.305
C 0.289 1.186 3.959
C -3.550 0.117 2.016
H 3.346 -4.316 -1.980
H -3.223 -1.701 -2.528
O 3.429 -2.578 -4.610
H 1.348 1.326 3.742
C -0.510 2.389 4.375
H -0.220 0.831 3.063
H -0.614 -0.658 0.729
O 1.000 6.620 -3.407
H -1.928 1.138 4.252
H 5.100 -2.978 -3.206
H 1.856 -1.459 0.255
H 0.984 3.600 -2.142
H 2.659 -3.446 3.166
H 0.170 0.430 4.735
H -4.777 1.385 -3.055
H -2.910 -0.428 -1.588
O -5.188 1.063 -2.249
H -0.526 0.124 -1.623
H -5.686 -0.698 -3.054
H 4.698 -2.168 2.407
H 0.283 4.988 -4.330
O -3.132 -1.160 4.162
C -0.058 0.708 -0.831
H -4.134 0.966 2.372
H 3.381 -2.493 -1.782

=====

It is arrangement 2 that is the least stable of them.

=====

Arrangement 1

DFT (ωB97M-V with the def2-TZVPD basis set) results for an isolated molecule of C4H4N2O3.

Summary:
- Lowest unoccupied orbital energy: -0.47 eV
- E_HOMO: -8.633 eV
- Orbital gap: 8.16 eV

CARTESIAN COORDINATES (ANGSTROEM)
C 0.449 -0.125 -0.016
O 0.646 2.335 0.052
H 2.392 -0.499 0.826
N 1.778 -0.664 0.025
H -1.965 2.075 -0.230
N -1.418 1.232 -0.052
O -3.022 -0.379 0.046
C -0.011 1.321 -0.047
O -0.600 -2.219 0.047
C -0.659 -0.983 -0.039
C -1.847 -0.082 -0.033
H 2.457 -0.293 -0.741
H 1.801 -1.720 0.160

=====

Arrangement 2

DFT (ωB97M-V with the def2-TZVPD basis set) results for an isolated molecule of C4H4N2O3.

Summary:
- Lowest unoccupied orbital energy: -0.15 eV
- E_HOMO: -9.880 eV
- Orbital gap: 9.73 eV

CARTESIAN COORDINATES (ANGSTROEM)
C -0.310 -0.634 2.030
C -0.402 1.087 2.202
N 0.256 0.555 -1.219
H 1.426 -1.061 -2.188
N -0.146 1.479 0.890
H -0.248 -1.459 -1.602
C 0.424 -0.707 -2.034
O -0.623 1.757 3.153
H 0.077 -0.505 -3.033
C -0.024 0.479 0.112
O -0.070 -0.807 0.667
O -0.441 -1.561 2.751
H 0.081 1.378 -1.730

=====

It is arrangement 1 that is the least stable of them.